Entry 1:
{"formula": "C4H5O3Tb", "method": "ωB97M-V/def2-TZVPD", "species": ["O", "C", "C", "O", "Tb", "H", "H", "H", "O", "C", "C", "H", "H"], "coordinates": [[-0.95834, -0.11548, 0.78742], [-0.64635, 0.97846, 1.67872], [0.25107, 1.98204, 0.97988], [1.40276, 1.40811, 0.42001], [1.03159, -0.47391, -0.23742], [-1.60522, 1.46320, 1.95578], [0.51103, 2.74034, 1.75022], [-0.31500, 2.53041, 0.18348], [-0.11072, -1.41070, -1.66253], [-1.30564, -0.81819, -1.63995], [-1.69717, -0.02877, -0.61501], [-1.98263, -1.00825, -2.48789], [-2.69067, 0.42473, -0.56959]], "forces_ev_per_a": [[-0.17, -1.14, -3.15], [0.28, 0.60, 0.17], [-1.39, 1.08, 0.76], [0.21, -0.66, -0.72], [0.71, 0.73, 1.99], [0.50, -0.21, 0.18], [-0.01, -0.28, -0.43], [0.34, -0.16, 0.00], [-0.12, -0.84, -0.69], [-0.85, 0.68, 0.59], [-0.39, -0.13, 0.94], [0.35, 0.32, 0.27], [0.54, 0.00, 0.09]], "mulliken_charge": [-0.2801, -0.5970, -0.1292, -0.7279, 1.5839, 0.2313, 0.3132, 0.1365, -0.8135, 0.0291, -0.4148, 0.3557, 0.3127], "s2": 12.821, "homo_energy_ev": [-6.01, -6.27], "de_lowest_kcal_mol": 45.7, "lumo_ev": [-1.36, -0.78], "charge": 0, "max_force_ev_per_a": 3.4, "energy_ha": -1205.4540, "spin_multiplicity": 7, "homo_lumo_gap_ev": [4.64, 5.50]}

Entry 2:
{"formula": "C4H5O3Tb", "method": "ωB97M-V/def2-TZVPD", "species": ["O", "C", "Tb", "O", "C", "O", "C", "C", "H", "H", "H", "H", "H"], "coordinates": [[3.86960, -0.71858, -0.69433], [4.64169, -1.47791, -0.35521], [2.33055, 1.05392, -1.34852], [-0.42994, 0.79803, -2.57499], [-0.06209, 1.30734, -1.53579], [-0.17195, 0.57674, -0.33264], [-1.25122, -0.26750, 0.08033], [-1.41767, -0.02692, 1.56674], [-2.17587, -0.05322, -0.46790], [-0.97763, -1.30714, -0.13520], [-1.86396, 0.96153, 1.74153], [-2.05414, -0.81465, 1.99253], [-0.43735, -0.03165, 2.06345]], "forces_ev_per_a": [[-0.50, 0.51, -0.21], [0.84, -0.88, 0.36], [0.81, 0.27, 0.19], [0.70, 2.35, 1.71], [-3.10, -4.69, -0.73], [2.62, 3.46, -1.71], [-1.86, -1.44, 0.64], [0.09, 0.31, 0.01], [0.37, 0.19, -0.08], [0.17, 0.23, -0.11], [-0.02, -0.37, 0.02], [0.17, 0.29, -0.07], [-0.30, -0.24, -0.04]], "mulliken_charge": [-0.0751, 0.2025, 1.7599, -0.2669, 0.2404, -0.2034, -0.1979, -1.0902, 0.3353, 0.2933, 0.3271, 0.3714, 0.3036], "s2": 12.938, "homo_energy_ev": [-18.96, -18.62], "lumo_ev": [-11.60, -9.77], "charge": 2, "max_force_ev_per_a": 5.7, "energy_ha": -1204.7813, "spin_multiplicity": 7, "homo_lumo_gap_ev": [7.36, 8.85]}

Entry 3:
{"formula": "C4H6", "method": "ωB97M-V/def2-TZVPD", "species": ["C", "C", "C", "C", "H", "H", "H", "H", "H", "H"], "coordinates": [[1.71703, 0.06602, 0.02290], [0.29726, 0.07007, -0.03484], [-0.87931, -0.72409, 0.04736], [-0.99025, 0.77255, -0.06530], [2.53475, 0.78983, 0.14480], [2.06258, -0.97793, -0.11252], [-1.10589, -1.26061, -0.94002], [-1.12973, -1.22535, 0.93482], [-1.16680, 1.19078, 0.94209], [-1.33964, 1.29873, -0.93928]], "forces_ev_per_a": [[-4.02, -1.91, -0.44], [5.98, 1.73, 0.19], [-0.66, -1.62, -3.87], [0.58, 0.72, 2.20], [-1.17, 0.27, -0.38], [0.15, 0.65, 0.53], [0.06, 0.43, 1.68], [-0.40, -0.57, 0.98], [-0.40, 0.40, -0.89], [-0.12, -0.10, -0.01]], "mulliken_charge": [-0.6781, 0.2316, -0.4662, -0.4503, 0.2965, 0.1828, 0.1938, 0.2411, 0.1945, 0.2543], "homo_energy_ev": -9.03, "de_lowest_kcal_mol": 36.9, "lumo_ev": 1.20, "charge": 0, "max_force_ev_per_a": 6.2, "energy_ha": -155.9039, "spin_multiplicity": 1, "homo_lumo_gap_ev": 10.23}

Entry 4:
{"formula": "C4H6", "method": "ωB97M-V/def2-TZVPD", "species": ["C", "C", "C", "C", "H", "H", "H", "H", "H", "H"], "coordinates": [[1.68121, -0.83182, -0.59279], [0.71082, -0.51044, 0.19453], [-0.52882, -0.26405, 0.51541], [-1.07285, 1.02763, -0.01263], [1.18797, -1.86647, -0.19193], [2.73805, -0.73685, -0.71871], [-1.11746, -0.89388, 1.15925], [-1.94284, 0.87059, -0.65141], [-0.30144, 1.58140, -0.56255], [-1.35464, 1.62388, 0.86082]], "forces_ev_per_a": [[-0.21, -2.47, 0.32], [-0.31, 1.30, 0.20], [-0.12, 0.09, 0.52], [-0.30, 0.14, -0.03], [1.06, 0.25, -2.04], [0.32, 0.30, 0.73], [0.11, 0.19, 0.56], [-0.10, 0.17, -0.02], [-0.30, -0.16, 0.08], [-0.15, 0.19, -0.30]], "mulliken_charge": [-0.5898, 0.1383, -0.2330, -0.9298, 0.1717, 0.2750, 0.3478, 0.2826, 0.2732, 0.2640], "homo_energy_ev": -7.61, "de_lowest_kcal_mol": 71.9, "lumo_ev": 0.98, "charge": 0, "max_force_ev_per_a": 2.5, "energy_ha": -155.8481, "spin_multiplicity": 1, "homo_lumo_gap_ev": 8.60}

Entry 5:
{"formula": "C4H6AgLiO", "method": "ωB97M-V/def2-TZVPD", "species": ["O", "C", "C", "Ag", "Li", "H", "H", "H", "C", "C", "H", "H", "H"], "coordinates": [[0.48684, 0.35514, 1.75415], [-0.83884, 0.30784, 1.70327], [-1.60065, 0.25901, 0.55447], [2.11748, -0.02344, 3.52890], [1.37086, 1.06454, -0.27687], [-1.37084, 0.17117, 2.65675], [-1.60479, 1.09598, -0.15656], [-2.58421, -0.21186, 0.60999], [-0.00055, -0.31442, -1.82657], [1.19699, -0.85090, -1.97831], [-0.60639, 0.32478, -2.47235], [1.78498, -0.69425, -2.89330], [1.64912, -1.48360, -1.20358]], "forces_ev_per_a": [[0.98, 1.20, -0.12], [-0.24, -1.29, -0.32], [-0.16, 1.26, 0.52], [-1.15, 0.21, -0.80], [-0.86, -0.69, 0.53], [0.43, -0.60, -0.09], [0.75, -0.75, -0.31], [0.12, 0.44, 0.38], [0.29, 0.29, -0.10], [0.05, 0.34, 0.25], [0.14, -0.33, 0.14], [-0.16, -0.14, 0.18], [-0.17, 0.06, -0.27]], "mulliken_charge": [-0.6941, 0.1621, -0.8403, 0.7737, 0.8388, 0.3045, 0.2641, 0.2550, -0.4336, -0.6608, 0.3284, 0.3042, 0.3982], "s2": 0.771, "homo_energy_ev": [-10.54, -10.84], "de_lowest_kcal_mol": 0.0, "lumo_ev": [-5.73, -5.72], "charge": 1, "max_force_ev_per_a": 1.6, "energy_ha": -385.3230, "spin_multiplicity": 2, "homo_lumo_gap_ev": [4.81, 5.12]}

Entry 6:
{"formula": "C4H6AgO", "method": "ωB97M-V/def2-TZVPD", "species": ["O", "Ag", "C", "C", "H", "H", "H", "H", "C", "C", "H", "H"], "coordinates": [[-0.49760, 0.40732, 2.19107], [0.88789, -1.60063, 2.25955], [-1.05097, 1.24059, 1.49273], [-1.22487, 1.13738, -0.02790], [-2.17056, 1.62569, -0.30693], [-1.49280, 0.03939, -0.07383], [-0.47831, 1.80108, -0.49173], [-1.28687, 2.22592, 1.93809], [1.33142, -1.63958, -0.61029], [1.86658, -1.74211, -1.77619], [1.98269, -2.69199, -2.31074], [2.13341, -0.80307, -2.28384]], "forces_ev_per_a": [[-0.31, -0.24, -0.23], [-0.28, 0.50, -0.94], [1.06, 1.12, -0.73], [-2.11, -0.71, 2.31], [0.12, 0.08, 0.30], [1.47, 0.95, -1.43], [0.34, -1.28, -0.28], [-0.25, -0.32, 0.20], [0.36, -0.25, 0.25], [-0.40, 0.18, 0.23], [0.00, 0.24, 0.19], [0.01, -0.25, 0.13]], "mulliken_charge": [-0.4247, 0.7701, 0.1705, -0.8809, 0.3487, 0.2700, 0.2871, 0.3242, 0.2198, -0.6222, 0.2773, 0.2601], "homo_energy_ev": -14.17, "de_lowest_kcal_mol": 52.9, "lumo_ev": -5.20, "charge": 1, "max_force_ev_per_a": 3.2, "energy_ha": -377.7818, "spin_multiplicity": 1, "homo_lumo_gap_ev": 8.97}

Entry 7:
{"formula": "C4H6AlO2", "method": "ωB97M-V/def2-TZVPD", "species": ["C", "O", "H", "H", "C", "C", "C", "O", "Al", "H", "H", "H", "H"], "coordinates": [[-1.33133, 0.08252, -0.19015], [-2.05193, 0.59939, -1.20143], [-1.84433, 0.18002, 0.76714], [-1.51440, 0.77537, -1.98276], [1.68513, 1.02436, 1.35512], [0.97554, -0.09482, 0.98840], [0.11482, -0.11090, -0.22606], [-0.78144, -1.26014, -0.36290], [-0.84279, -2.47714, -1.50389], [1.96919, 1.71581, 0.55059], [0.51703, -0.53952, 1.89069], [2.48320, -0.02485, 1.08192], [0.62132, 0.12989, -1.16668]], "forces_ev_per_a": [[-2.06, 1.93, 0.29], [0.82, -0.46, 1.07], [0.04, -0.08, -0.18], [-0.08, 0.22, -0.43], [0.86, -1.46, -2.89], [-1.89, 2.13, 2.90], [1.93, -0.30, -1.33], [0.66, 2.45, 3.19], [-0.32, -4.46, -3.73], [0.40, 0.94, 0.94], [0.75, -1.13, -0.33], [-1.00, 0.19, 0.29], [-0.11, 0.04, 0.19]], "mulliken_charge": [0.1018, -0.3892, 0.3990, 0.3703, -0.4260, -0.2079, -0.0774, 0.0295, 0.4479, 0.3892, 0.4465, 0.3986, 0.5176], "s2": 0.756, "homo_energy_ev": [-17.19, -17.19], "de_lowest_kcal_mol": 100.0, "lumo_ev": [-11.03, -12.41], "charge": 2, "max_force_ev_per_a": 5.8, "energy_ha": -547.9890, "spin_multiplicity": 2, "homo_lumo_gap_ev": [6.16, 4.78]}

Entry 8:
{"formula": "C4H6AuN2O3Se", "method": "ωB97M-V/def2-TZVPD", "species": ["Au", "N", "C", "C", "O", "N", "C", "C", "O", "O", "H", "H", "H", "H", "H", "H", "Se"], "coordinates": [[-0.14750, 0.39737, 0.20917], [1.49602, -0.79150, 1.37522], [1.72391, -2.06725, 0.67774], [0.59990, -2.47737, -0.29072], [0.63612, -3.62088, -0.75830], [-0.28305, -1.52914, -0.54902], [-1.33937, -1.72431, -1.50827], [-2.11519, -0.42512, -1.76651], [-3.04271, -0.44641, -2.55800], [-1.75219, 0.65603, -1.12975], [2.31871, -0.21058, 1.45872], [1.08667, -0.90592, 2.29253], [1.87668, -2.89408, 1.37264], [2.62902, -1.98019, 0.07577], [-2.06210, -2.47527, -1.17531], [-0.95315, -2.07667, -2.46911], [0.25985, 2.52050, 1.27781]], "forces_ev_per_a": [[-0.28, -0.24, -0.25], [-0.43, 0.42, -0.27], [-0.02, -0.05, -0.08], [0.03, -0.13, -0.02], [-0.01, 0.07, 0.02], [-0.01, 0.02, 0.00], [0.02, -0.01, 0.01], [-0.07, -0.55, -0.22], [0.20, 0.18, 0.22], [0.68, 0.46, 0.73], [-0.03, 0.11, 0.01], [-0.02, 0.05, 0.02], [-0.01, 0.03, 0.02], [0.00, 0.01, 0.01], [0.00, 0.01, -0.01], [-0.01, 0.01, 0.00], [-0.03, -0.39, -0.17]], "mulliken_charge": [0.6712, -0.6510, -0.2715, 0.4964, -0.7421, -0.2444, -0.1158, 0.3972, -0.6693, -0.7372, 0.2969, 0.2872, 0.2642, 0.1964, 0.2473, 0.2711, -0.6966], "homo_energy_ev": [-3.80, -4.13], "de_lowest_kcal_mol": 0.4, "lumo_ev": [1.63, 1.93], "charge": -1, "max_force_ev_per_a": 1.1, "energy_ha": -3028.4352, "spin_multiplicity": 1, "homo_lumo_gap_ev": [5.43, 6.06]}